294
Properties=species:S:1:pos:R:3 method="wB97M-V/def2-TZVPD" charge=0 e_tot_ev=-136209.8062 e_above_lowest_ev=0.000 orbital_gap_ev=8.97
C -2.011 -6.382 2.535
C -1.094 -5.472 3.300
C -0.109 -4.703 2.484
O -1.864 -4.607 4.082
H -2.548 -7.075 3.141
H -1.418 -6.995 1.847
H -2.776 -5.812 2.006
H -0.616 -6.087 4.101
H 0.470 -5.383 1.839
H 0.569 -4.138 3.165
H -0.655 -3.953 1.889
H -2.452 -4.082 3.502
C 4.672 1.263 0.083
C 4.469 2.035 -1.234
C 5.128 3.397 -1.088
O 5.197 1.398 -2.276
H 5.741 1.261 0.211
H 4.304 0.272 -0.065
H 4.169 1.803 0.894
H 3.400 2.019 -1.482
H 4.697 4.007 -0.281
H 5.038 3.935 -2.021
H 6.225 3.284 -0.903
H 4.918 0.506 -2.383
C -6.485 -2.693 -1.854
C -6.597 -3.570 -3.124
C -6.062 -2.729 -4.329
O -5.821 -4.766 -2.935
H -5.442 -2.409 -1.745
H -6.852 -3.269 -1.019
H -7.080 -1.801 -1.927
H -7.653 -3.906 -3.296
H -6.135 -3.330 -5.275
H -4.988 -2.499 -4.201
H -6.679 -1.880 -4.552
H -5.818 -5.200 -3.800
C -5.773 1.725 1.029
C -6.879 0.779 1.504
C -8.202 1.501 1.656
O -6.951 -0.260 0.501
H -4.888 1.106 0.883
H -5.424 2.406 1.822
H -5.897 2.292 0.105
H -6.709 0.324 2.449
H -8.117 2.263 2.427
H -8.873 0.809 2.131
H -8.617 1.929 0.744
H -7.866 -0.594 0.512
C 4.251 -3.726 5.400
C 4.164 -3.820 3.872
C 3.722 -5.249 3.480
O 3.336 -2.820 3.337
H 5.041 -4.348 5.798
H 3.300 -3.967 5.880
H 4.530 -2.704 5.636
H 5.220 -3.581 3.535
H 4.489 -6.016 3.607
H 3.526 -5.267 2.387
H 2.808 -5.479 4.027
H 3.755 -1.966 3.503
C 4.473 2.312 3.618
C 4.239 0.939 4.289
C 2.884 0.819 4.927
O 4.395 -0.159 3.396
H 5.540 2.502 3.349
H 4.109 3.063 4.301
H 3.911 2.465 2.698
H 4.988 0.861 5.087
H 2.070 0.981 4.231
H 2.786 1.557 5.727
H 2.828 -0.184 5.360
H 5.041 0.168 2.787
C 0.379 -6.733 -1.168
C 1.529 -5.790 -0.906
C 2.659 -6.509 -0.247
O 1.909 -5.207 -2.130
H -0.356 -6.225 -1.742
H -0.064 -7.006 -0.200
H 0.679 -7.621 -1.727
H 1.213 -4.983 -0.223
H 2.428 -7.096 0.653
H 3.348 -5.769 0.167
H 3.117 -7.162 -1.011
H 2.729 -4.724 -1.997
C 8.476 -3.126 0.640
C 7.677 -1.846 0.596
C 6.501 -1.806 1.632
O 8.533 -0.668 0.785
H 7.856 -3.964 0.327
H 8.959 -3.380 1.578
H 9.244 -3.142 -0.136
H 7.188 -1.698 -0.380
H 6.816 -1.551 2.662
H 6.120 -2.831 1.572
H 5.705 -1.113 1.343
H 8.875 -0.588 1.677
C -4.006 6.986 0.682
C -4.767 5.828 0.087
C -3.863 4.561 -0.178
O -5.863 5.473 1.054
H -3.250 7.339 -0.019
H -3.465 6.639 1.572
H -4.736 7.702 1.032
H -5.239 6.149 -0.835
H -3.631 4.084 0.789
H -2.909 4.799 -0.637
H -4.213 3.746 -0.829
H -5.947 4.507 1.044
C -3.444 4.009 3.601
C -3.710 3.804 5.056
C -4.832 2.796 5.216
O -2.562 3.284 5.747
H -3.129 3.105 3.065
H -2.617 4.685 3.462
H -4.281 4.474 3.041
H -3.943 4.779 5.484
H -4.511 1.878 4.710
H -5.720 3.059 4.608
H -5.087 2.607 6.227
H -2.460 2.347 5.611
C -1.344 0.243 -5.388
C -1.970 1.574 -4.992
C -3.377 1.429 -4.497
O -3.422 0.617 -3.289
C -4.756 0.488 -2.806
N -1.149 2.409 -4.143
H -0.427 0.468 -5.918
H -1.923 -0.340 -6.075
H -1.210 -0.420 -4.524
H -2.025 2.083 -5.959
H -4.036 0.991 -5.240
H -3.802 2.415 -4.244
H -4.728 -0.305 -2.057
H -5.477 0.182 -3.624
H -5.093 1.490 -2.539
H -0.926 1.900 -3.311
H -0.316 2.611 -4.673
C -1.395 -3.271 8.013
C -0.052 -3.586 7.402
C 0.163 -5.103 7.471
O 1.405 -5.500 6.916
C 1.496 -6.901 6.779
N 0.124 -3.004 6.068
H -1.527 -3.821 8.958
H -2.217 -3.372 7.307
H -1.324 -2.218 8.266
H 0.685 -3.054 8.014
H -0.693 -5.551 6.992
H 0.197 -5.440 8.523
H 1.687 -7.425 7.708
H 2.348 -7.027 6.062
H 0.607 -7.343 6.325
H 1.128 -2.974 5.831
H -0.334 -3.595 5.369
C -1.891 -3.244 -5.153
C -0.954 -3.233 -3.963
C -1.763 -3.279 -2.715
O -0.920 -3.200 -1.587
C -1.633 -3.187 -0.396
N 0.032 -4.251 -4.132
H -2.567 -4.117 -5.101
H -1.211 -3.331 -6.001
H -2.483 -2.328 -5.184
H -0.457 -2.278 -4.031
H -2.289 -4.263 -2.605
H -2.507 -2.412 -2.728
H -2.473 -2.437 -0.419
H -0.878 -3.003 0.366
H -2.130 -4.142 -0.202
H 0.720 -4.263 -3.400
H -0.361 -5.182 -4.102
C -3.375 6.028 -3.767
C -2.328 6.437 -4.827
C -1.069 7.060 -4.187
O 0.030 7.265 -5.018
C 0.010 8.470 -5.769
N -2.041 5.193 -5.623
H -2.922 5.200 -3.203
H -4.240 5.673 -4.350
H -3.601 6.863 -3.107
H -2.795 7.151 -5.559
H -0.768 6.312 -3.461
H -1.371 8.012 -3.676
H -0.205 9.327 -5.157
H -0.754 8.427 -6.543
H 0.989 8.425 -6.222
H -1.369 5.355 -6.363
H -1.668 4.422 -5.086
C 2.478 2.916 -4.090
C 1.697 3.903 -4.929
C 2.651 5.030 -5.251
O 3.874 4.467 -5.842
C 4.919 5.477 -5.868
N 1.134 3.223 -6.087
H 3.043 3.397 -3.283
H 3.266 2.453 -4.713
H 1.987 2.063 -3.615
H 0.858 4.312 -4.272
H 2.992 5.577 -4.372
H 2.178 5.789 -5.908
H 4.497 6.447 -6.220
H 5.793 5.104 -6.415
H 5.116 5.691 -4.768
H 0.552 3.895 -6.581
H 1.879 3.007 -6.744
C -1.707 0.862 0.166
C -0.474 0.891 -0.742
C 0.731 0.587 0.083
O 0.562 -0.698 0.685
C 1.661 -1.121 1.433
N -0.620 0.019 -1.890
H -1.746 -0.141 0.620
H -2.631 1.008 -0.394
H -1.706 1.657 0.953
H -0.343 1.931 -1.095
H 0.798 1.363 0.921
H 1.659 0.626 -0.515
H 2.523 -1.434 0.829
H 1.365 -1.941 2.036
H 2.042 -0.329 2.103
H -0.412 -0.946 -1.670
H -1.583 0.028 -2.267
C -0.656 0.482 6.093
O -1.828 0.581 5.249
C -1.535 0.344 3.864
C -1.506 -1.132 3.469
N -2.822 -1.764 3.672
C -3.857 -1.552 2.694
C -4.907 -2.634 2.754
O -4.562 -3.900 2.167
C -5.591 -4.897 2.052
H -0.512 -0.552 6.326
H -0.969 1.019 6.984
H 0.196 0.918 5.612
H -0.565 0.791 3.574
H -2.319 0.874 3.358
H -0.739 -1.615 4.045
H -1.216 -1.150 2.392
H -3.100 -1.707 4.651
H -3.350 -1.487 1.752
H -4.401 -0.612 2.742
H -5.861 -2.410 2.239
H -5.112 -2.747 3.816
H -5.754 -5.395 3.001
H -5.228 -5.616 1.331
H -6.594 -4.557 1.698
C 4.003 6.725 -2.106
O 2.969 7.192 -1.309
C 1.744 7.291 -2.013
C 0.732 7.689 -1.027
N 0.343 6.775 0.036
C -0.110 5.494 -0.429
C -0.533 4.664 0.789
O 0.632 4.263 1.501
C 0.381 3.909 2.805
H 4.850 6.725 -1.389
H 4.257 7.375 -2.959
H 3.836 5.665 -2.408
H 1.495 6.382 -2.601
H 1.858 8.043 -2.780
H -0.211 7.833 -1.622
H 0.995 8.645 -0.548
H 1.115 6.644 0.638
H 0.636 4.928 -0.961
H -0.911 5.636 -1.152
H -1.050 3.717 0.494
H -1.174 5.270 1.410
H 1.071 3.103 3.011
H -0.635 3.613 2.980
H 0.604 4.700 3.517
C 2.249 -1.053 -4.406
O 3.332 -1.597 -3.635
C 3.004 -1.700 -2.221
C 4.245 -2.309 -1.596
N 4.349 -3.683 -2.182
C 5.644 -4.271 -1.809
C 5.690 -5.620 -2.398
O 5.423 -5.538 -3.758
C 4.481 -6.424 -4.225
H 2.314 -1.401 -5.457
H 2.181 0.005 -4.320
H 1.246 -1.409 -4.123
H 2.170 -2.383 -2.042
H 2.834 -0.702 -1.789
H 4.167 -2.260 -0.489
H 5.115 -1.789 -1.970
H 4.472 -3.603 -3.189
H 5.628 -4.326 -0.733
H 6.443 -3.570 -2.092
H 4.985 -6.241 -1.884
H 6.693 -6.062 -2.307
H 4.580 -6.383 -5.292
H 3.441 -6.235 -3.921
H 4.716 -7.446 -3.966